# 1
A 2-piece molecular cluster, C3H10N2O2 overall. Source: the OMol25 dataset; level of theory: ωB97M-V with the def2-TZVPD basis set.

```
17
Properties=species:S:1:pos:R:3:forces:R:3
O 1.467819 0.755329 0.341448 0.11 -0.11 -0.16
C 1.105678 -0.090951 -0.465610 -0.44 -0.09 0.05
N 0.096067 -0.966830 -0.208573 1.06 0.35 -0.41
C -0.615542 -0.842188 1.041972 0.10 0.30 -0.27
N -1.995517 -1.290095 0.908588 0.28 0.02 0.66
C 1.737036 -0.215775 -1.816729 1.51 -0.05 -0.35
H -0.205302 -1.478402 -1.017418 -0.38 -0.47 0.34
H -0.095245 -1.350997 1.857051 -0.06 -0.45 -0.18
H -0.487318 0.214378 1.253181 -0.56 0.06 0.39
H -2.293781 -1.339953 -0.051523 -0.06 0.26 -0.13
H -2.563502 -0.614953 1.402175 -0.33 -0.12 -0.20
H 2.032435 0.774043 -2.155433 -0.51 0.15 -0.25
H 2.725967 -0.691267 -1.745911 -0.21 -0.14 0.47
H 1.237668 -0.805789 -2.579627 -0.50 0.23 0.04
H -1.154699 3.244016 1.330391 -0.15 -0.11 0.05
H -0.049607 2.376039 0.766408 0.01 -0.37 0.10
O -0.942156 2.323395 1.139610 0.13 0.53 -0.13
```
Positions in Å, forces in eV/Å.

For the energy relative to the best compared isomer or geometry (same formula, charge and spin), the calculation gives 89.2 kJ/mol. Its net charge is 0. The SMILES is CC(=O)NCN.O. The HOMO-LUMO gap is 10.054 eV. The highest occupied orbital energy is -0.341 Eh.

***

# 2
C4H10F2KNO6S2 as an isolated structure. Source: the OMol25 dataset; level of theory: ωB97M-V with the def2-TZVPD basis set.

```
26
Properties=species:S:1:pos:R:3:forces:R:3
K -0.478251 1.741465 -0.380403 0.39 -0.32 -0.12
N 2.091432 1.946406 -1.462017 1.11 -0.91 0.55
S 2.472004 0.560614 -2.189158 -2.00 -0.14 -1.06
O 2.664966 -0.535673 -1.308152 0.28 -0.21 0.38
O 3.240000 0.684622 -3.363577 0.65 0.18 -0.39
F 0.970797 0.303320 -2.800097 0.29 0.20 0.49
S 3.221133 2.148648 -0.313691 -0.43 1.54 -0.80
O 4.552664 1.943014 -0.744754 0.38 -0.36 -0.09
O 2.805368 1.691014 0.961058 -0.48 -0.31 0.83
F 3.066630 3.720772 -0.238937 -0.11 0.07 0.22
C 0.901078 -1.193969 1.518514 -0.06 -0.21 0.30
O 0.166655 -0.914486 0.343582 -0.12 0.43 -0.33
C -0.933161 -1.741794 0.051570 0.03 -0.10 0.02
C -2.219659 -1.219095 0.643640 0.09 -0.36 0.17
O -2.591399 -0.018392 -0.015802 -0.05 0.18 0.24
C -3.843924 0.452797 0.454642 0.00 0.30 0.01
H 0.491493 -0.664662 2.389548 0.06 0.00 -0.09
H 1.924610 -0.874558 1.339964 -0.01 0.05 0.03
H 0.881897 -2.266315 1.743730 0.07 0.04 -0.09
H -0.762376 -2.764286 0.408386 0.02 0.05 0.03
H -1.015345 -1.780542 -1.037371 -0.03 0.02 0.01
H -2.084911 -1.035675 1.719355 -0.03 0.08 -0.05
H -3.002873 -1.982458 0.548698 -0.05 0.11 -0.15
H -3.875260 0.481721 1.548721 -0.01 -0.19 -0.01
H -4.657867 -0.162222 0.067389 -0.05 -0.05 0.09
H -3.985703 1.479735 0.115164 0.05 -0.08 -0.19
```
Positions in Å, forces in eV/Å.

For the energy relative to the best compared isomer or geometry (same formula, charge and spin), the calculation gives 0.0 kJ/mol. Its net charge is 0. The HOMO-LUMO gap is 8.949 eV. The highest occupied orbital energy is -0.353 Eh.

***

# 3
One molecule with the formula C30H62. Source: the OMol25 dataset; level of theory: ωB97M-V with the def2-TZVPD basis set.

```
92
Properties=species:S:1:pos:R:3:forces:R:3
C 4.903179 3.782872 5.209084 -0.22 0.22 -0.05
H 4.611991 3.658330 6.249739 0.02 -0.05 0.13
H 5.754314 4.459212 5.170814 0.13 0.03 0.02
H 5.216902 2.815074 4.823029 0.06 -0.14 -0.03
C 3.738277 4.330177 4.385459 0.21 -0.26 -0.08
C 2.540126 3.390090 4.494982 0.09 0.31 0.02
H 1.670432 3.802252 3.990455 -0.15 -0.03 -0.05
H 2.279962 3.230092 5.539184 -0.07 -0.06 0.09
H 2.774581 2.425495 4.049150 0.02 -0.15 -0.06
C 4.176120 4.526120 2.929898 -0.36 0.29 0.24
C 3.155014 5.271717 2.072012 0.42 -0.12 -0.13
H 2.248261 4.672774 1.969076 -0.12 0.02 0.02
C 3.714147 5.565497 0.680356 -0.52 -0.07 0.01
H 4.549730 6.264763 0.764705 0.12 0.03 -0.04
H 4.104490 4.631049 0.273664 0.13 -0.05 -0.03
C 2.679366 6.136081 -0.294697 0.27 0.24 -0.11
C 2.138105 7.480367 0.192473 -0.07 -0.32 -0.04
H 1.595174 7.369239 1.126938 -0.06 0.08 0.12
H 1.457070 7.903185 -0.543284 -0.07 0.09 -0.05
H 2.953343 8.184362 0.346937 0.11 0.13 0.03
C 3.273511 6.323915 -1.698187 -0.01 -0.26 0.08
C 3.805504 5.062409 -2.382099 -0.28 0.13 0.02
H 4.646753 4.656042 -1.817610 0.08 -0.04 -0.03
H 4.189528 5.357724 -3.360849 0.09 -0.04 -0.01
C 2.745414 3.977103 -2.557458 0.50 -0.10 0.03
H 2.419160 3.649400 -1.570853 -0.13 0.01 0.08
H 1.877818 4.396303 -3.072642 -0.15 0.00 -0.01
C 3.252770 2.758669 -3.338962 -0.38 -0.01 -0.16
C 3.344388 3.066438 -4.833069 0.16 -0.02 0.27
H 3.984981 3.924462 -5.018541 0.05 0.11 -0.11
H 3.755045 2.216418 -5.373822 0.03 -0.07 -0.10
H 2.356209 3.282433 -5.234512 -0.13 0.03 -0.08
H 4.255643 2.505744 -2.975222 0.00 -0.02 0.04
C 2.340119 1.543602 -3.122027 0.36 0.11 0.28
C 2.478135 0.912422 -1.737328 -0.07 -0.20 -0.22
C 1.719066 -0.409178 -1.607912 -0.10 0.30 0.05
C 0.204425 -0.236696 -1.714836 0.20 -0.36 0.23
H -0.093242 0.589794 -1.064074 -0.05 0.11 -0.01
H -0.064239 0.034054 -2.737345 -0.10 0.09 -0.07
C -0.590808 -1.485161 -1.309828 -0.20 0.27 -0.25
C -0.365137 -2.625684 -2.298803 0.04 0.11 0.32
H 0.692757 -2.860104 -2.380020 0.10 -0.08 -0.07
H -0.879441 -3.526752 -1.975918 -0.05 -0.16 -0.03
H -0.734779 -2.350420 -3.284683 -0.06 0.02 -0.16
C -2.077119 -1.114552 -1.211977 0.06 -0.29 0.07
C -3.010385 -2.238614 -0.758014 0.20 0.15 0.11
H -2.988748 -3.046418 -1.489254 -0.09 -0.04 -0.06
C -2.671928 -2.771939 0.633184 -0.44 -0.01 -0.18
H -1.734587 -3.330149 0.599543 0.14 -0.02 0.08
C -3.760268 -3.673120 1.232732 0.42 -0.10 0.05
C -3.475276 -3.892384 2.718254 -0.22 0.07 -0.22
H -3.392963 -2.937932 3.233967 0.03 0.08 0.10
H -4.271234 -4.460843 3.191108 -0.04 -0.08 0.13
H -2.539855 -4.432978 2.848231 0.14 -0.08 0.04
H -4.724003 -3.158953 1.137882 -0.01 0.02 -0.04
C -3.847328 -5.006626 0.481825 -0.39 0.24 0.19
C -5.048502 -5.861594 0.882546 0.33 -0.16 -0.27
C -5.158982 -7.109877 0.009001 -0.42 0.18 0.23
H -4.269660 -7.729170 0.149611 0.09 -0.08 -0.06
H -5.180038 -6.799718 -1.039174 0.07 -0.01 -0.07
C -6.407162 -7.953682 0.290312 0.24 -0.22 -0.11
C -6.358614 -8.596086 1.674664 -0.14 0.23 -0.17
H -6.348133 -7.842823 2.457772 0.02 0.02 0.15
H -7.230283 -9.228826 1.827761 -0.07 -0.08 0.07
H -5.467055 -9.211968 1.774496 0.13 -0.10 0.03
C -6.552976 -9.037109 -0.777352 -0.11 0.25 0.15
H -5.691873 -9.702156 -0.760501 0.11 -0.11 -0.02
H -7.447459 -9.630637 -0.601722 -0.08 -0.12 -0.03
H -6.625156 -8.595130 -1.768704 0.00 0.00 -0.14
H -7.284880 -7.298750 0.240861 0.02 0.02 -0.01
H -4.955636 -6.157340 1.927010 -0.08 0.03 0.09
H -5.961245 -5.269115 0.779977 -0.08 0.03 0.06
H -2.928017 -5.572735 0.651508 0.13 -0.02 -0.04
H -3.917845 -4.804711 -0.588515 0.06 -0.05 -0.08
H -2.525137 -1.917964 1.299385 0.10 0.05 0.06
H -4.029434 -1.842448 -0.742484 -0.06 -0.06 -0.04
H -2.178435 -0.279596 -0.513438 -0.02 0.09 -0.01
H -2.410826 -0.762892 -2.192032 0.02 0.11 -0.05
H -0.242818 -1.803470 -0.321767 0.03 0.02 0.03
H 2.073217 -1.094568 -2.379769 0.06 -0.09 0.01
H 1.954753 -0.851877 -0.636463 0.01 -0.10 0.00
H 2.118481 1.601605 -0.970800 0.04 0.04 0.09
H 3.537551 0.726063 -1.541763 0.05 0.07 0.04
H 1.305678 1.847979 -3.289586 -0.11 0.00 -0.11
H 2.587755 0.784497 -3.868251 -0.07 -0.07 -0.08
H 4.088456 7.049863 -1.632561 -0.01 0.13 0.00
H 2.500622 6.758295 -2.337892 0.00 0.10 -0.04
H 1.839009 5.437184 -0.358843 0.00 -0.04 0.01
H 2.888402 6.203421 2.573459 -0.10 0.03 0.04
H 4.380995 3.549352 2.484517 0.09 -0.08 -0.03
H 5.111144 5.092474 2.922627 0.09 -0.02 -0.04
H 3.453630 5.306333 4.795255 0.01 0.00 -0.03
```
Positions in Å, forces in eV/Å.

For the energy relative to the best compared isomer or geometry (same formula, charge and spin), the calculation gives 28.7 kJ/mol. Its net charge is 0. The HOMO-LUMO gap is 11.100 eV. The highest occupied orbital energy is -0.379 Eh.

***

| no. | maximum force (eV Å⁻¹) |
| --- | --- |
| 1 | 1.6 |
| 2 | 2.3 |
| 3 | 0.5 |